Entry 1:
Computed, not measured: a structure of composition C26H70Be3N6O10, with ωB97M-V with the def2-TZVPD basis set.

Output
2S+1: 1
HOMO energy: -0.5930 Eh
Kohn-Sham gap: 0.072 hartree
Total charge: +4
LUMO: -14.1694 eV

Element x y z (Å)
Be 4.960 0.393 3.441
Be -1.062 2.661 -1.018
Be -0.172 -4.199 2.323
C 1.598 -0.408 0.977
O 1.956 0.779 0.915
O 0.414 -0.700 0.671
O 2.283 -1.291 1.406
C 1.616 -10.059 3.576
C 1.626 -8.565 3.256
C 2.462 -8.319 2.043
O 2.611 -6.938 1.704
C 3.636 -6.725 0.719
N 0.293 -8.217 2.943
H 2.564 -10.491 3.895
H 1.274 -10.646 2.723
H 0.925 -10.236 4.399
H 2.004 -7.884 4.018
H 2.208 -8.878 1.142
H 3.399 -8.756 2.388
H 4.627 -7.153 0.868
H 3.863 -5.661 0.786
H 3.223 -7.074 -0.228
H -0.031 -8.802 2.186
H -0.226 -8.622 3.709
C 7.277 5.267 0.548
C 6.600 3.837 0.602
C 7.587 2.725 0.036
O 7.086 1.392 0.377
C 7.292 0.469 -0.714
N 6.317 3.675 2.018
H 7.249 5.722 -0.442
H 8.338 5.222 0.793
H 6.712 5.999 1.126
H 5.649 3.896 0.075
H 8.571 2.730 0.507
H 7.753 2.960 -1.015
H 7.550 -0.472 -0.229
H 8.098 0.637 -1.429
H 6.423 0.341 -1.359
H 5.675 4.395 2.317
H 7.174 4.019 2.426
C -3.070 -5.588 -2.646
C -2.821 -5.342 -1.166
C -3.824 -5.923 -0.181
O -3.486 -5.384 1.128
C -4.619 -5.528 2.068
N -1.503 -5.682 -0.869
H -2.908 -6.597 -3.026
H -2.743 -4.859 -3.387
H -4.148 -5.559 -2.807
H -2.829 -4.255 -1.078
H -3.965 -7.001 -0.103
H -4.769 -5.505 -0.529
H -4.413 -5.178 3.080
H -4.886 -6.584 2.094
H -5.491 -4.967 1.733
H -1.234 -6.584 -1.234
H -0.970 -5.046 -1.445
C 0.610 7.574 2.667
C 0.177 6.851 1.392
C 1.342 6.738 0.389
O 0.972 5.985 -0.785
C 1.371 6.546 -2.046
N -0.151 5.511 1.807
H -0.050 7.291 3.487
H 0.597 8.658 2.553
H 1.641 7.246 2.800
H -0.659 7.387 0.942
H 2.258 6.259 0.737
H 1.732 7.720 0.122
H 0.900 7.525 -2.133
H 1.063 5.937 -2.896
H 2.457 6.638 -2.030
H 0.678 4.934 1.793
H -0.720 5.292 2.613
C -2.202 0.714 -6.521
C -1.404 1.083 -5.302
C 0.036 1.480 -5.541
O 0.648 1.480 -4.207
C 2.073 1.425 -4.268
N -2.112 2.099 -4.578
H -3.178 0.252 -6.368
H -1.571 0.062 -7.125
H -2.353 1.568 -7.181
H -1.300 0.160 -4.732
H -0.088 2.423 -6.073
H 0.649 0.851 -6.187
H 2.437 2.127 -5.017
H 2.425 0.407 -4.437
H 2.460 1.643 -3.273
H -3.056 1.744 -4.520
H -2.112 2.931 -5.151
C -6.146 5.480 0.716
C -5.166 4.326 0.552
C -5.836 2.956 0.349
O -4.760 1.965 0.088
C -5.424 0.714 -0.084
N -4.303 4.750 -0.545
H -5.708 6.372 1.164
H -6.914 5.191 1.433
H -6.729 5.562 -0.201
H -4.623 4.263 1.495
H -6.556 2.953 -0.469
H -6.393 2.601 1.216
H -6.074 0.677 -0.958
H -6.044 0.417 0.762
H -4.652 -0.054 -0.027
H -3.712 5.532 -0.301
H -4.926 5.108 -1.254
C -3.826 -1.226 5.057
O -2.719 -1.434 4.164
H -4.749 -1.168 4.480
H -3.939 -1.994 5.822
H -3.674 -0.374 5.720
H -2.417 -0.606 3.782

These are the Löwdin partial charges, in e, on atoms 1 to 99:
1. Be 0.72
2. Be 0.93
3. Be 0.90
4. C -1.01
5. O 0.15
6. O 0.16
7. O 0.20
8. C -0.03
9. C -0.46
10. C -0.21
11. O -0.17
12. C -0.07
13. N 0.06
14. H 0.10
15. H 0.10
16. H 0.09
17. H 0.16
18. H 0.14
19. H 0.14
20. H 0.10
21. H 0.09
22. H 0.10
23. H 0.09
24. H 0.08
25. C -0.05
26. C -0.37
27. C -0.14
28. O -0.22
29. C -0.10
30. N 0.06
31. H 0.08
32. H 0.09
33. H 0.08
34. H 0.13
35. H 0.13
36. H 0.13
37. H 0.09
38. H 0.09
39. H 0.08
40. H 0.08
41. H 0.09
42. C -0.04
43. C -0.46
44. C -0.16
45. O -0.24
46. C -0.05
47. N 0.12
48. H 0.10
49. H 0.09
50. H 0.09
51. H 0.14
52. H 0.14
53. H 0.13
54. H 0.09
55. H 0.09
56. H 0.09
57. H 0.11
58. H 0.10
59. C -0.02
60. C -0.39
61. C -0.18
62. O -0.25
63. C -0.07
64. N 0.13
65. H 0.09
66. H 0.10
67. H 0.09
68. H 0.15
69. H 0.13
70. H 0.14
71. H 0.10
72. H 0.09
73. H 0.09
74. H 0.09
75. H 0.10
76. C -0.04
77. C -0.47
78. C -0.16
79. O -0.23
80. C -0.09
81. N 0.13
82. H 0.10
83. H 0.10
84. H 0.10
85. H 0.15
86. H 0.13
87. H 0.14
88. H 0.10
89. H 0.09
90. H 0.08
91. H 0.10
92. H 0.11
93. C -0.04
94. C -0.41
95. C -0.14
96. O -0.23
97. C -0.12
98. N 0.14
99. H 0.10

Entry 2:
Computed, not measured: a structure of composition C30H31EuN2O2S2Si, with ωB97M-V with the def2-TZVPD basis set.

Output
2S+1: 8
Expectation value of S²: 15.7605
HOMO energy (spin up / spin down): -0.0897 / -0.0988 Eh
Kohn-Sham gap (spin up / spin down): 0.183 / 0.192 hartree
Total charge: -1
Energy relative to the best compared isomer or geometry (same formula, charge and spin): 0.536 eV
LUMO (spin up / spin down): 2.5473 / 2.5469 eV

Element x y z (Å)
Eu 0.077 -0.293 1.501
C -0.339 2.694 5.151
C -0.401 1.437 4.326
S -1.228 1.654 2.767
C 0.102 0.281 4.798
C 0.731 0.221 6.167
S 0.053 -1.286 3.969
H -0.676 3.536 4.554
H 0.678 2.883 5.489
H -0.980 2.606 6.028
H -0.001 0.427 6.949
H 1.536 0.952 6.265
H 1.129 -0.776 6.329
O 0.465 -2.571 0.598
C 1.825 -2.983 0.573
C 2.588 -2.391 1.742
C 3.307 -3.183 2.626
C 3.912 -2.588 3.720
C 3.793 -1.215 3.881
C 3.078 -0.494 2.943
N 2.480 -1.064 1.891
H 0.372 -1.837 -0.101
H 2.302 -2.656 -0.362
H 1.851 -4.078 0.624
H 3.350 -4.249 2.468
H 4.455 -3.189 4.432
H 4.227 -0.708 4.726
H 2.967 0.587 3.026
O 0.226 -0.463 -0.751
Si -0.664 -0.224 -2.050
C -0.953 -1.773 -3.111
C -1.703 -1.738 -4.283
C -1.848 -2.863 -5.076
C -1.249 -4.056 -4.708
C -0.515 -4.117 -3.536
C -0.369 -2.985 -2.753
C 0.183 1.115 -3.108
C 1.480 1.492 -2.765
C 2.133 2.520 -3.420
C 1.505 3.191 -4.456
C 0.238 2.795 -4.851
C -0.409 1.766 -4.185
C -2.334 0.372 -1.307
C -2.658 -0.100 -0.029
C -3.775 0.356 0.657
C -4.613 1.282 0.056
C -4.346 1.719 -1.230
C -3.210 1.283 -1.891
H -2.186 -0.820 -4.586
H -2.428 -2.816 -5.987
H -1.359 -4.938 -5.325
H -0.050 -5.044 -3.229
H 0.207 -3.041 -1.841
H 1.976 0.971 -1.958
H 3.133 2.806 -3.121
H 1.999 4.014 -4.953
H -0.244 3.296 -5.680
H -1.393 1.472 -4.520
H -2.064 -0.928 0.416
H -3.998 -0.015 1.650
H -5.476 1.650 0.588
H -5.020 2.410 -1.721
H -3.009 1.659 -2.885
C -0.108 3.306 -0.434
C 0.782 2.444 0.271
N 1.468 1.739 0.866
H -0.611 2.733 -1.216
H 0.449 4.122 -0.891
H -0.847 3.692 0.273

The computed Löwdin charges, all in e, follow:
1. Eu 1.12
2. C -0.18
3. C -0.83
4. S 0.39
5. C -0.83
6. C -0.18
7. S 0.38
8. H 0.03
9. H 0.06
10. H 0.07
11. H 0.07
12. H 0.06
13. H 0.03
14. O -0.22
15. C -0.20
16. C -0.28
17. C -0.03
18. C -0.07
19. C -0.07
20. C -0.17
21. N -0.01
22. H -0.03
23. H 0.13
24. H 0.12
25. H 0.11
26. H 0.10
27. H 0.10
28. H 0.11
29. O -0.47
30. Si 0.50
31. C -0.20
32. C -0.10
33. C -0.10
34. C -0.11
35. C -0.09
36. C -0.08
37. C -0.22
38. C -0.11
39. C -0.09
40. C -0.10
41. C -0.10
42. C -0.11
43. C -0.21
44. C -0.15
45. C -0.10
46. C -0.09
47. C -0.10
48. C -0.11
49. H 0.09
50. H 0.09
51. H 0.09
52. H 0.10
53. H 0.08
54. H 0.09
55. H 0.10
56. H 0.09
57. H 0.10
58. H 0.08
59. H 0.08
60. H 0.10
61. H 0.10
62. H 0.09
63. H 0.08
64. C -0.04
65. C -0.32
66. N 0.10
67. H 0.07
68. H 0.09
69. H 0.08

Entry 3:
Computed, not measured: a cluster of 2 separate species, C3H6N2O in total, with ωB97M-V with the def2-TZVPD basis set.

Output
2S+1: 1
HOMO energy: -0.3385 Eh
Kohn-Sham gap: 0.366 hartree
Energy relative to the best compared isomer or geometry (same formula, charge and spin): 0.954 eV
LUMO: 0.7623 eV
Structure (SMILES): c1c[nH]cn1.O

Element x y z (Å)
C -0.019 -1.170 -0.272
C 0.413 -0.203 -1.138
N -0.496 0.812 -0.978
C -1.461 0.388 -0.126
N -1.176 -0.797 0.367
H 0.610 -2.019 -0.055
H 1.237 -0.133 -1.823
H -0.558 1.670 -1.496
H -2.264 1.065 0.117
O 1.485 0.400 1.953
H 0.555 0.505 1.761
H 1.675 -0.518 1.691

The computed natural (NBO) charges, all in e, follow:
1. C -0.12
2. C -0.10
3. N -0.52
4. C 0.15
5. N -0.46
6. H 0.21
7. H 0.22
8. H 0.42
9. H 0.20
10. O -0.94
11. H 0.47
12. H 0.47

Entry 4:
Computed, not measured: an isolated molecule of C8H15N3O5, with ωB97M-V with the def2-TZVPD basis set.

Output
2S+1: 1
HOMO energy: -0.3395 Eh
Kohn-Sham gap: 0.363 hartree
Energy relative to the best compared isomer or geometry (same formula, charge and spin): 2.066 eV
LUMO: 0.6397 eV
Structure (SMILES): NC(=O)CC[C@H](N)C(=O)N[C@@H](CO)C(=O)O

Element x y z (Å)
N -5.044 0.908 -0.400
C -3.659 0.870 -0.272
O -3.064 1.898 0.082
C -2.977 -0.448 -0.176
C -1.430 -0.177 -0.269
C -0.591 -1.437 0.032
N -0.075 -1.524 1.368
C 0.640 -1.407 -0.919
O 0.519 -1.680 -2.102
N 1.944 -1.031 -0.304
C 2.048 0.458 -0.196
C 2.329 0.824 1.302
O 3.297 -0.008 1.796
C 3.310 0.915 -0.955
O 4.253 0.194 -1.295
O 3.413 2.269 -0.944
H -5.550 0.131 -0.845
H -5.474 1.819 -0.363
H -3.271 -1.048 0.789
H -3.195 -1.085 -1.014
H -1.241 0.389 -1.195
H -1.131 0.465 0.543
H -1.122 -2.408 -0.253
H 0.870 -1.895 1.355
H -0.113 -0.610 1.723
H 2.723 -1.500 -0.677
H 1.147 1.051 -0.498
H 1.491 0.651 1.984
H 2.600 1.834 1.397
H 3.051 -0.920 1.548
H 4.300 2.500 -1.241

The computed natural (NBO) charges, all in e, follow:
1. N -0.82
2. C 0.66
3. O -0.62
4. C -0.50
5. C -0.39
6. C -0.16
7. N -0.83
8. C 0.71
9. O -0.54
10. N -0.74
11. C -0.18
12. C -0.05
13. O -0.71
14. C 0.79
15. O -0.59
16. O -0.68
17. H 0.39
18. H 0.41
19. H 0.25
20. H 0.22
21. H 0.24
22. H 0.21
23. H 0.21
24. H 0.38
25. H 0.35
26. H 0.42
27. H 0.24
28. H 0.16
29. H 0.20
30. H 0.47
31. H 0.50

Computed values of maximum force (unit: hartree/bohr) for the preceding records, in sequence: 0.0826; 0.0380; 0.0198; 0.0698.